The following is a DFT calculation (wB97M-V/def2-TZVPD) of 7 unconnected molecules or ions with the total composition C51H116N7O5.

Positions of all 179 atoms, in Å:
N1 -0.36461 0.62172 0.18653
O1 -1.45550 0.73517 0.76600
O2 0.43630 1.55707 0.17938
O3 -0.13425 -0.42371 -0.35102
C1 -0.89703 1.97578 4.66756
O4 0.45124 2.46804 4.96270
C2 1.30281 1.97506 3.89391
C3 2.69163 2.52089 3.80751
N2 3.42979 2.23537 5.06361
H1 2.86209 2.49830 5.85651
H2 3.62597 1.25535 5.20908
C4 4.83553 2.82363 5.23581
C5 5.93548 2.36093 4.17196
O5 5.71992 0.93583 4.14398
C6 6.53867 0.34417 3.19911
H3 -1.29504 2.45198 3.77150
H4 -1.62485 2.13206 5.46378
H5 -0.79821 0.90793 4.47256
H6 0.88658 2.15819 2.90330
H7 1.38141 0.90571 4.08993
H8 2.66772 3.60959 3.76006
H9 3.27515 2.14283 2.96806
H10 5.19666 2.65656 6.25059
H11 4.76220 3.91116 5.23232
H12 6.93403 2.70565 4.44059
H13 5.69320 2.87341 3.24096
H14 6.38674 -0.72914 3.08496
H15 7.59457 0.35243 3.46949
H16 6.62792 0.76125 2.19602
C7 -3.32848 -0.53280 -6.58345
C8 -4.00210 -0.12424 -5.29777
C9 -2.87647 0.61125 -4.53805
N3 -3.35362 1.24519 -3.14855
C10 -2.22143 2.20984 -2.63404
C11 -2.10413 3.49972 -3.49351
C12 -3.42119 4.17994 -3.90498
C13 -4.51949 3.09248 -4.37841
C14 -4.66123 2.03604 -3.33413
C15 -3.53166 0.06773 -2.14186
H17 -2.30758 -0.89791 -6.47142
H18 -3.34416 0.37491 -7.18671
H19 -3.89465 -1.34756 -7.03481
H20 -4.18280 -1.00457 -4.68093
H21 -4.84787 0.51493 -5.55119
H22 -2.56301 1.35045 -5.27523
H23 -1.98056 0.04371 -4.28637
H24 -1.30590 1.62129 -2.69333
H25 -2.73545 2.38963 -1.68982
H26 -1.65542 3.29463 -4.46546
H27 -1.40249 4.20062 -3.04125
H28 -3.22049 5.02908 -4.55828
H29 -3.81685 4.66422 -3.01222
H30 -4.39960 2.75743 -5.40869
H31 -5.36590 3.77620 -4.44330
H32 -5.41411 1.29187 -3.59390
H33 -4.84233 2.48126 -2.35582
H34 -3.65560 0.52390 -1.15969
H35 -2.65261 -0.57226 -2.21781
H36 -4.41455 -0.53438 -2.35647
C16 -4.02872 3.30456 0.66379
C17 -3.11019 4.14872 1.51368
C18 -1.69008 4.09675 1.03829
N4 -0.75478 5.23703 1.54851
C19 0.74994 4.84406 1.29849
C20 1.11449 4.87846 -0.17396
C21 1.05991 6.21272 -0.69767
C22 -0.41598 6.65381 -0.63008
C23 -0.97313 6.60036 0.81901
C24 -1.11484 5.46208 3.03894
H37 -4.31686 3.72274 -0.30067
H38 -4.94040 3.05598 1.20707
H39 -3.57098 2.31869 0.58236
H40 -2.92079 3.75673 2.51297
H41 -3.46011 5.17893 1.57949
H42 -1.63699 4.28465 -0.03408
H43 -1.33708 3.08608 1.24330
H44 0.77331 3.82557 1.68610
H45 1.41468 5.44384 1.92016
H46 0.55370 4.18668 -0.80249
H47 2.14523 4.52677 -0.12934
H48 1.38263 6.25139 -1.73808
H49 1.88721 6.74608 -0.22950
H50 -1.00619 5.96070 -1.22953
H51 -0.59988 7.70544 -0.84998
H52 -2.03371 6.77124 1.00358
H53 -0.53579 7.40606 1.40866
H54 -2.17133 5.67761 3.19859
H55 -0.50776 6.32533 3.31162
H56 -0.95126 4.64300 3.73926
C25 -4.68947 -4.12815 -1.54694
C26 -4.28458 -4.09445 -0.07261
C27 -4.68180 -2.75266 0.66815
N5 -4.03015 -2.61609 2.01582
C28 -4.61430 -3.76296 2.94679
C29 -4.46016 -3.54652 4.48680
C30 -5.03514 -2.11515 4.90178
C31 -4.28340 -1.07294 4.03436
C32 -4.34375 -1.18707 2.46739
C33 -2.45012 -2.76379 2.07417
H57 -4.53934 -5.10524 -2.00611
H58 -4.49879 -3.34864 -2.28458
H59 -5.77155 -4.25330 -1.58599
H60 -3.19735 -4.14128 -0.13464
H61 -4.65605 -5.01793 0.37156
H62 -5.76497 -2.74178 0.78954
H63 -4.40723 -1.85030 0.12183
H64 -5.67143 -3.63853 2.71204
H65 -4.09391 -4.65977 2.61060
H66 -4.89172 -4.37158 5.05349
H67 -3.40322 -3.58205 4.75087
H68 -6.07820 -2.09623 4.58594
H69 -4.95377 -1.94232 5.97491
H70 -4.69938 -0.12609 4.37865
H71 -3.22785 -0.96017 4.28171
H72 -5.33063 -0.87610 2.12465
H73 -3.62267 -0.57417 1.92656
H74 -2.02940 -2.31673 2.97485
H75 -2.03913 -2.14457 1.27683
H76 -2.35730 -3.83811 1.91504
C34 2.04020 -3.28566 -0.66498
C35 2.22442 -4.64580 -1.35361
C36 1.01460 -5.72520 -1.08353
N6 1.35231 -7.19946 -1.47914
C37 2.53527 -7.89453 -0.76855
C38 2.15339 -8.13910 0.68864
C39 0.92103 -9.07106 0.86758
C40 -0.31111 -8.50066 0.06121
C41 0.03705 -8.00445 -1.35026
C42 1.63773 -7.15543 -2.95236
H77 2.17312 -3.45396 0.40372
H78 0.99803 -3.04471 -0.87457
H79 2.75919 -2.51938 -0.95477
H80 3.08743 -5.21899 -1.01483
H81 2.34663 -4.30829 -2.38281
H82 0.11450 -5.48215 -1.64819
H83 0.77061 -5.79680 -0.02360
H84 3.44626 -7.30710 -0.65402
H85 2.80354 -8.76607 -1.36566
H86 1.72169 -7.20388 1.04515
H87 2.98440 -8.39774 1.34487
H88 0.77604 -9.17780 1.94261
H89 1.14715 -10.06160 0.47288
H90 -0.89090 -7.87155 0.73660
H91 -0.90959 -9.36930 -0.21336
H92 -0.75631 -7.53975 -1.93570
H93 0.25820 -8.91970 -1.89936
H94 1.74920 -8.18877 -3.28083
H95 2.59270 -6.66700 -3.14619
H96 0.86669 -6.57724 -3.46157
C43 5.74852 4.46869 -2.82476
C44 4.94859 3.17984 -2.91577
C45 4.45773 2.59467 -1.52956
N7 3.73274 1.21204 -1.70872
C46 4.60132 0.08227 -2.40294
C47 5.91172 -0.35069 -1.61461
C48 5.66463 -0.74016 -0.13061
C49 4.63529 0.20698 0.50065
C50 3.40597 0.70148 -0.28171
C51 2.45050 1.36049 -2.56794
H97 5.14746 5.31592 -2.49456
H98 6.12094 4.75302 -3.80891
H99 6.57696 4.39583 -2.12016
H100 5.44089 2.45889 -3.56843
H101 4.04043 3.48005 -3.43847
H102 3.71176 3.25471 -1.08688
H103 5.38439 2.57548 -0.95594
H104 4.70153 0.35412 -3.45372
H105 3.98886 -0.80860 -2.54202
H106 6.62149 0.47410 -1.67831
H107 6.22199 -1.26095 -2.12770
H108 6.58989 -0.87149 0.43042
H109 5.30120 -1.76566 -0.06443
H110 5.06536 1.18352 0.72318
H111 4.29602 -0.15921 1.46962
H112 2.94173 1.53885 0.23924
H113 2.60080 0.02332 -0.56438
H114 2.77294 1.48990 -3.60108
H115 1.88001 2.22946 -2.24002
H116 1.85219 0.46351 -2.40808

Cartesian forces, eV/Å:
0.67 1.37 0.30
0.04 0.13 0.09
-0.92 -0.57 0.17
0.12 -1.09 -0.58
0.85 -0.14 0.11
-0.08 0.11 -1.48
-0.74 -0.67 0.69
0.43 1.19 1.16
1.99 -0.16 0.30
-0.30 0.44 0.48
-0.24 -0.90 -0.36
1.56 1.44 -0.35
-2.91 -0.34 1.48
-0.19 1.63 -0.52
2.54 -1.64 -0.86
0.11 0.14 -0.23
0.63 0.21 0.32
-0.27 -0.18 0.05
-0.50 -0.15 -0.05
-0.07 -0.41 -0.48
0.03 0.11 -0.20
-0.23 -0.22 0.05
-0.36 -0.76 0.01
-0.29 0.08 -0.39
0.03 -0.36 0.47
-0.01 -0.41 -0.55
-0.78 0.05 0.26
0.18 0.29 0.71
-0.97 0.61 -0.06
-0.44 -0.23 -0.57
2.02 -0.69 1.47
-1.43 1.04 0.29
1.06 -0.86 -1.75
-2.42 -0.08 -1.29
-0.16 -0.42 -1.08
-0.34 -1.32 1.12
1.26 3.06 -0.09
0.55 -0.75 0.13
0.08 1.43 -0.92
0.05 0.12 0.13
0.25 -0.41 -0.62
0.01 0.31 -0.39
-1.03 -0.07 -0.23
-0.10 -0.30 0.51
0.18 0.76 0.78
-0.33 -0.45 -0.01
0.01 0.07 0.68
1.29 0.46 0.69
0.48 -0.58 0.13
-0.08 -0.01 0.40
-0.14 -0.49 -0.51
-0.45 -0.04 0.17
0.35 -0.26 0.18
-0.69 -0.71 0.23
-0.09 0.15 0.25
-0.33 -0.07 0.03
0.14 -0.11 0.06
0.05 0.18 0.16
-0.01 0.31 -0.34
-0.27 -0.92 0.82
0.56 0.81 0.61
0.84 1.61 -2.12
0.19 -0.47 1.22
-2.15 -0.99 0.68
0.81 -2.31 1.25
-0.10 2.00 -1.60
-0.17 0.39 1.98
-0.32 -0.78 0.46
0.86 0.78 -0.33
0.30 0.09 0.05
-0.19 0.46 0.00
0.18 -0.20 -0.61
-1.41 -0.06 0.37
-0.19 -0.08 0.09
-0.10 -0.49 -0.25
0.79 0.50 0.20
0.25 -0.05 -0.01
-0.31 0.43 -0.13
-0.22 -0.33 0.29
0.23 -0.22 -0.36
-0.21 -0.17 -0.22
-0.74 1.02 0.50
0.00 0.37 -0.47
0.08 -0.16 -0.78
-0.21 0.09 -0.93
0.58 -0.41 0.27
0.15 0.43 -0.64
-0.18 -0.12 0.40
0.71 -0.38 -0.59
-2.42 -1.01 -0.26
0.98 1.51 -0.98
0.77 -1.95 -0.78
0.93 0.37 1.69
-0.20 1.65 0.84
0.29 1.53 -0.38
0.99 -1.91 -2.14
0.23 0.86 0.08
-0.70 -0.80 1.78
-2.20 0.26 -1.09
1.13 0.00 0.05
0.67 0.23 0.52
-0.52 0.67 0.16
0.25 -0.13 0.63
-0.10 0.36 0.34
0.06 0.14 0.34
0.18 -0.19 -0.33
-0.05 -0.95 -0.08
-0.65 -0.05 -0.07
-0.39 -0.01 -0.38
0.19 0.06 0.02
-0.20 0.09 0.36
0.08 0.14 -0.23
-0.08 0.37 -0.63
0.16 -0.46 0.42
-0.12 -0.46 -0.11
0.12 0.17 0.34
-0.55 -0.69 0.34
-0.10 -0.40 -0.44
0.93 0.35 0.24
-0.45 -1.56 1.13
-0.85 -1.18 0.10
1.69 0.39 -0.12
-0.35 1.63 -1.04
-0.34 0.18 1.27
-1.93 -0.47 -0.07
0.75 0.24 -1.20
0.66 -0.78 0.57
1.31 -0.99 0.67
0.76 -0.17 0.04
-0.25 0.38 0.24
0.07 0.77 0.14
-0.17 -0.15 -0.38
0.40 0.58 -0.16
-0.14 -1.19 -0.41
0.08 -0.04 0.02
0.05 0.41 -0.02
-0.26 0.65 -1.03
-0.34 -0.14 0.12
0.63 0.50 0.30
0.07 -0.11 -0.37
-0.60 0.01 -0.19
0.07 -0.11 0.09
-0.08 0.41 -0.47
-0.49 0.08 0.52
0.12 0.46 0.36
0.16 -0.01 -0.12
-0.35 0.18 -0.32
0.00 0.04 0.26
-0.12 -0.45 -0.02
0.25 0.20 0.53
-1.67 0.25 0.22
0.81 -0.08 -2.71
1.07 -0.18 0.34
0.18 -0.01 0.89
-1.36 0.56 -0.15
-1.17 -0.12 -0.91
-0.06 0.96 0.21
-0.38 -0.49 -1.87
1.26 0.15 0.96
-0.20 -0.08 0.10
0.14 -0.18 0.09
0.23 -0.05 -0.18
0.18 -0.22 0.44
-0.16 -0.24 -0.36
0.10 -0.09 0.09
-0.44 -0.80 0.58
0.79 0.57 0.26
-0.64 0.05 0.75
0.31 -0.34 -0.17
0.56 0.41 -0.26
0.10 0.84 -0.01
-0.50 -0.09 -0.34
0.72 -0.15 0.27
-0.16 -0.12 0.00
0.07 0.01 0.03
0.18 -0.69 0.83
-0.19 -0.10 0.11
0.18 0.06 0.08
0.17 -0.03 -0.25

Results
**E_HOMO (spin up / spin down)**: -21.737 / -21.737 eV
**Energy**: -2769.570743 Ha
**⟨S²⟩**: 0.757
**Total charge**: +6
**Spin multiplicity**: 2